Record 1
One molecule with the formula C5H6O2. Source: the Open Molecules 2025 dataset; level of theory: ωB97M-V with the def2-TZVPD basis set.

Properties
SMILES	O=C1CO[C@H]2C[C@@H]12
net charge	0
Kohn-Sham gap	10.221	eV
lowest unoccupied orbital energy	0.9	eV
HOMO level	-9.3	eV

Positions of all 13 atoms, in Å:
O (1.212, 2.204, 0.282)
C (0.732, 1.102, 0.164)
C (1.480, -0.216, -0.043)
O (0.719, -0.887, -1.031)
C (-0.621, -0.540, -0.798)
C (-1.169, -0.593, 0.580)
C (-0.710, 0.746, 0.012)
H (1.431, -0.778, 0.901)
H (2.521, -0.119, -0.349)
H (-1.254, -0.785, -1.643)
H (-0.666, -1.065, 1.421)
H (-2.248, -0.702, 0.596)
H (-1.427, 1.548, -0.114)

Record 2
One molecule with the formula C6H18ClNSi3. Source: the Open Molecules 2025 dataset; level of theory: ωB97M-V with the def2-TZVPD basis set.

Properties
SMILES	CC(C)N(C(C)C)[Si](=[SiH2])[SiH2]Cl
net charge	0
Kohn-Sham gap	6.809	eV
lowest unoccupied orbital energy	-0.7	eV
HOMO level	-7.5	eV

Positions of all 29 atoms, in Å:
C (-1.909, -0.738, -1.480)
C (-1.126, -0.876, -0.201)
C (-2.007, -0.646, 0.987)
N (-0.004, -0.001, 0.030)
C (1.249, -0.587, -0.402)
C (1.681, -1.791, 0.465)
C (2.382, 0.333, -0.609)
Si (0.016, 1.668, 0.659)
Si (0.240, 1.746, 2.920)
Si (-0.687, 3.025, -1.054)
Cl (-0.831, 4.891, -0.180)
H (-2.487, -1.730, -1.750)
H (-2.530, 0.118, -1.460)
H (-1.230, -0.808, -2.367)
H (-0.641, -1.932, -0.154)
H (-1.376, -0.774, 1.915)
H (-3.012, -1.295, 1.100)
H (-2.279, 0.500, 0.927)
H (0.990, -1.200, -1.375)
H (2.515, -2.478, -0.128)
H (2.242, -1.365, 1.263)
H (0.849, -2.348, 0.741)
H (2.781, 0.753, 0.316)
H (2.064, 1.147, -1.311)
H (3.223, -0.092, -1.218)
H (0.847, 0.969, 4.013)
H (0.561, 3.242, 3.208)
H (-1.790, 2.901, -1.890)
H (0.560, 2.939, -2.125)

Record 3
A 3-piece molecular cluster, C4H7NO2 overall. Source: the Open Molecules 2025 dataset; level of theory: ωB97M-V with the def2-TZVPD basis set.

Properties
SMILES	CC#N.C=O.C=O
net charge	0
Kohn-Sham gap	10.933	eV
lowest unoccupied orbital energy	0.9	eV
HOMO level	-10.1	eV

Positions of all 14 atoms, in Å:
C (-2.509, -0.231, -0.315)
C (-1.547, 0.768, -0.774)
N (-0.788, 1.560, -1.141)
H (-2.149, -0.658, 0.623)
H (-3.489, 0.230, -0.174)
H (-2.593, -1.028, -1.059)
C (1.220, -1.286, 1.226)
O (0.079, -0.890, 1.275)
H (1.976, -0.979, 1.969)
H (1.569, -1.987, 0.447)
C (2.055, 1.137, -0.518)
O (2.772, 0.182, -0.323)
H (1.327, 1.488, 0.233)
H (2.077, 1.697, -1.469)

Record 4
A 2-piece molecular cluster, C3H11N2O overall. Source: the Open Molecules 2025 dataset; level of theory: ωB97M-V with the def2-TZVPD basis set.

Properties
multiplicity	2
⟨S²⟩	0.75
net charge	0
Kohn-Sham gap (alpha / beta)	4.184 / 7.603	eV
lowest unoccupied orbital energy (alpha / beta)	0.8 / 0.5	eV
HOMO level (alpha / beta)	-3.4 / -7.1	eV

Positions of all 17 atoms, in Å:
C (1.372, -0.210, 1.181)
C (0.502, 0.354, 0.147)
C (0.104, 1.626, 0.085)
N (-0.003, 2.489, 1.123)
N (-0.551, -0.491, -0.457)
H (1.241, -1.389, 1.339)
H (1.074, 0.214, 2.190)
H (2.421, 0.054, 1.280)
H (-0.249, 1.983, -0.892)
H (0.606, 2.420, 1.952)
H (0.167, 3.510, 0.751)
H (-1.473, 0.076, -0.397)
H (-0.709, -1.254, 0.218)
H (-0.307, -1.000, -1.347)
H (-2.106, -2.464, -2.710)
H (-0.919, -3.391, -2.119)
O (-1.170, -2.526, -2.342)

Record 5
C27H36MoN3O3 as an isolated structure. Source: the Open Molecules 2025 dataset; level of theory: ωB97M-V with the def2-TZVPD basis set.

Properties
multiplicity	3
⟨S²⟩	2.23
net charge	-1
Kohn-Sham gap (alpha / beta)	5.554 / 5.963	eV
lowest unoccupied orbital energy (alpha / beta)	2.9 / 2.9	eV
HOMO level (alpha / beta)	-2.6 / -3.0	eV

Positions of all 70 atoms, in Å:
Mo (0.352, -0.881, -0.518)
C (0.176, -5.256, -0.813)
C (0.066, -3.791, -1.182)
O (0.528, -2.987, -0.295)
C (-0.469, -3.467, -2.421)
C (-0.597, -2.201, -3.052)
C (-1.196, -2.137, -4.432)
N (-0.234, -1.078, -2.467)
N (-0.451, 0.091, -3.164)
C (-0.088, 1.128, -2.453)
O (0.415, 1.026, -1.259)
C (-0.220, 2.466, -3.057)
C (0.357, 3.576, -2.442)
C (0.248, 4.833, -3.014)
C (-0.450, 5.009, -4.201)
C (-1.045, 3.909, -4.810)
C (-0.932, 2.652, -4.245)
H (1.210, -5.587, -0.941)
H (-0.468, -5.876, -1.436)
H (-0.089, -5.391, 0.236)
H (-0.813, -4.305, -3.013)
H (-1.309, -3.131, -4.861)
H (-0.575, -1.519, -5.079)
H (-2.175, -1.654, -4.382)
H (0.889, 3.439, -1.509)
H (0.714, 5.684, -2.533)
H (-0.532, 5.993, -4.645)
H (-1.596, 4.038, -5.734)
H (-1.388, 1.784, -4.702)
C (-3.841, -0.973, -0.865)
O (-2.515, -0.489, -0.869)
C (-1.552, -1.060, -0.070)
C (-2.003, -1.887, 1.111)
H (-3.875, -2.066, -0.890)
H (-4.310, -0.591, -1.772)
H (-4.404, -0.612, 0.002)
H (-3.074, -1.837, 1.318)
H (-1.461, -1.564, 2.004)
H (-1.733, -2.935, 0.938)
C (-2.232, 2.921, 2.611)
C (-1.027, 2.090, 2.976)
C (-0.513, 2.111, 4.274)
C (0.583, 1.318, 4.588)
C (1.142, 1.326, 5.990)
C (1.170, 0.519, 3.617)
C (0.698, 0.483, 2.284)
C (-0.431, 1.298, 2.015)
N (1.216, -0.303, 1.288)
C (2.622, -0.707, 1.268)
C (2.997, -0.777, -0.234)
C (2.799, -2.099, 1.899)
C (3.616, 0.288, 1.901)
H (-2.364, 3.755, 3.303)
H (-3.139, 2.311, 2.641)
H (-2.133, 3.313, 1.598)
H (-0.973, 2.733, 5.036)
H (0.420, 1.744, 6.693)
H (2.054, 1.926, 6.046)
H (1.392, 0.315, 6.319)
H (1.989, -0.122, 3.918)
H (-0.814, 1.311, 1.005)
H (2.223, -1.316, -0.813)
H (3.932, -1.320, -0.383)
H (3.104, 0.232, -0.635)
H (2.182, -2.822, 1.367)
H (2.473, -2.072, 2.941)
H (3.845, -2.423, 1.865)
H (3.248, 1.307, 1.778)
H (4.584, 0.205, 1.399)
H (3.778, 0.102, 2.961)

Record 6
An isolated ion of composition C21H40N7O12 and charge +1. Source: the Open Molecules 2025 dataset; level of theory: ωB97M-V with the def2-TZVPD basis set.

Properties
SMILES	[H]/N=C(/N)N[C@H]1[C@H](O)[C@@H](NC(N)=[NH2+])[C@H](O)[C@@H](O)[C@@H]1O[C@@H]1O[C@@H](C)[C@](O)(C=O)[C@H]1O[C@@H]1O[C@@H](CO)[C@H](O)[C@@H](O)[C@@H]1NC
net charge	+1
Kohn-Sham gap	9.085	eV
lowest unoccupied orbital energy	-2.0	eV
HOMO level	-11.1	eV

Positions of all 80 atoms, in Å:
H (1.270, -6.074, -1.841)
N (1.485, -5.430, -2.594)
C (1.171, -4.225, -2.387)
N (1.344, -3.299, -3.416)
N (0.632, -3.714, -1.212)
C (-0.158, -2.506, -1.204)
C (-1.454, -2.655, -2.035)
O (-1.262, -2.355, -3.394)
C (-2.533, -1.704, -1.493)
N (-3.603, -1.679, -2.481)
C (-4.570, -0.768, -2.545)
N (-4.864, -0.015, -1.502)
N (-5.268, -0.650, -3.684)
C (-2.995, -2.175, -0.097)
O (-3.624, -1.141, 0.619)
C (-1.804, -2.760, 0.706)
O (-1.667, -4.148, 0.538)
C (-0.488, -2.108, 0.244)
O (-0.586, -0.690, 0.268)
C (-0.372, -0.049, 1.474)
O (-1.491, -0.187, 2.326)
C (-1.625, 0.990, 3.104)
C (-0.701, 1.013, 4.315)
C (-1.277, 2.148, 2.103)
O (-0.811, 3.308, 2.704)
C (-2.528, 2.457, 1.321)
O (-3.045, 1.699, 0.543)
C (-0.216, 1.460, 1.192)
O (1.078, 1.889, 1.514)
C (1.658, 2.775, 0.579)
O (1.697, 2.227, -0.703)
C (2.448, 1.025, -0.786)
C (2.358, 0.502, -2.224)
O (2.689, -0.859, -2.293)
C (3.898, 1.272, -0.353)
O (4.600, 0.055, -0.407)
C (3.922, 1.860, 1.067)
O (5.243, 2.088, 1.487)
C (3.056, 3.125, 1.124)
N (2.952, 3.601, 2.486)
C (2.625, 5.009, 2.610)
H (1.849, -3.737, -4.177)
H (1.799, -2.439, -3.120)
H (0.273, -4.426, -0.588)
H (0.433, -1.690, -1.633)
H (-1.815, -3.693, -1.932)
H (-0.386, -2.716, -3.661)
H (-2.104, -0.699, -1.400)
H (-3.314, -2.128, -3.345)
H (-5.604, 0.664, -1.544)
H (-4.403, -0.187, -0.597)
H (-5.027, -1.190, -4.497)
H (-6.057, -0.031, -3.746)
H (-3.753, -2.959, -0.224)
H (-2.947, -0.566, 1.020)
H (-1.970, -2.511, 1.764)
H (-2.370, -4.605, 1.015)
H (0.329, -2.440, 0.898)
H (0.531, -0.440, 1.975)
H (-2.671, 1.024, 3.425)
H (0.342, 1.020, 4.006)
H (-0.888, 0.132, 4.923)
H (-0.905, 1.901, 4.906)
H (0.130, 3.191, 2.914)
H (-2.945, 3.450, 1.550)
H (-0.427, 1.634, 0.131)
H (1.042, 3.680, 0.472)
H (2.014, 0.265, -0.120)
H (1.327, 0.602, -2.573)
H (3.007, 1.100, -2.876)
H (3.548, -0.975, -1.859)
H (4.355, 2.002, -1.046)
H (5.365, 0.126, 0.182)
H (3.519, 1.126, 1.772)
H (5.640, 2.787, 0.951)
H (3.489, 3.883, 0.438)
H (3.828, 3.409, 2.965)
H (1.618, 5.183, 2.232)
H (3.317, 5.665, 2.063)
H (2.648, 5.276, 3.663)

Record 7
An isolated ion of composition C3H4NO and charge +1. Source: the Open Molecules 2025 dataset; level of theory: ωB97M-V with the def2-TZVPD basis set.

Properties
multiplicity	3
⟨S²⟩	2.01
net charge	+1
Kohn-Sham gap (alpha / beta)	9.269 / 8.577	eV
lowest unoccupied orbital energy (alpha / beta)	-4.2 / -9.2	eV
HOMO level (alpha / beta)	-13.4 / -17.8	eV

Positions of all 9 atoms, in Å:
C (0.144, -0.972, -0.071)
C (-0.087, 1.113, -0.122)
C (-1.109, 0.004, -0.129)
N (0.892, 0.333, 0.216)
O (-2.226, -0.091, 0.140)
H (0.197, -1.633, 0.792)
H (0.318, -1.325, -0.991)
H (-0.002, 2.283, -0.308)
H (1.874, 0.288, 0.474)

Record 8
One molecule with the formula C4H4N2O2. Source: the Open Molecules 2025 dataset; level of theory: ωB97M-V with the def2-TZVPD basis set.

Properties
SMILES	O=C1NN=C[C@H]2O[C@H]12
net charge	0
Kohn-Sham gap	10.296	eV
lowest unoccupied orbital energy	0.2	eV
HOMO level	-10.1	eV

Positions of all 12 atoms, in Å:
O (-1.091, 1.686, 1.923)
C (-0.487, 0.911, 1.032)
N (-1.030, -0.325, 0.905)
N (-0.966, -1.181, -0.288)
C (0.045, -1.215, -1.045)
C (1.078, -0.290, -0.245)
O (1.848, 0.934, -0.796)
C (0.504, 1.036, -0.176)
H (-1.920, -0.186, 1.206)
H (0.315, -1.909, -1.805)
H (1.644, -0.580, 0.572)
H (0.060, 1.118, -1.282)

We obtain energy relative to the best compared isomer or geometry (same formula, charge and spin) values of 1.554; 0.084; 2.637; 3.114; 0.000; 0.514; 0.332; 7.471 eV for the records listed above, in that order.
We obtain calculated total energy values of -9375.5415; -44156.3101; -9844.6430; -8311.9192; -41052.4615; -57422.3798; -6700.5857; -11281.0690 eV for the records listed above, in that order.